Here is C36H30ClCuN2O6S4 as an isolated structure in a non-equilibrium geometry from the Open Molecules 2025 dataset. Energies are from ωB97M-V/def2-TZVPD.

Cartesian coordinates (Å):
Cu: -22.242 -2.323 -4.083
O: -22.525 -2.755 -6.032
S: -23.292 -2.027 -7.099
C: -22.446 -2.581 -8.608
C: -22.437 -4.072 -8.856
C: -21.674 -4.917 -7.835
C: -22.451 -6.125 -7.335
S: -21.455 -7.307 -6.251
O: -20.404 -6.588 -5.391
C: -22.877 -7.812 -5.277
C: -23.009 -7.102 -4.081
C: -24.273 -7.205 -3.423
C: -25.151 -8.191 -3.846
C: -24.923 -8.897 -5.022
C: -23.757 -8.730 -5.765
C: -24.908 -2.807 -7.197
C: -25.702 -2.489 -8.296
C: -27.036 -2.888 -8.226
C: -27.553 -3.591 -7.148
C: -26.663 -4.001 -6.146
C: -25.324 -3.691 -6.221
H: -21.440 -2.197 -8.447
H: -22.832 -1.985 -9.400
H: -22.143 -4.267 -9.894
H: -23.489 -4.435 -8.856
H: -21.308 -4.276 -7.030
H: -20.739 -5.305 -8.270
H: -22.755 -6.832 -8.113
H: -23.344 -5.768 -6.753
H: -22.298 -6.348 -3.807
H: -24.490 -6.543 -2.576
H: -26.094 -8.382 -3.299
H: -25.711 -9.517 -5.475
H: -23.637 -9.190 -6.726
H: -25.339 -1.838 -9.111
H: -27.731 -2.618 -9.029
H: -28.600 -3.813 -7.093
H: -27.025 -4.632 -5.308
H: -24.633 -3.907 -5.436
S: -15.632 -4.451 -3.885
C: -15.223 -5.782 -4.899
C: -16.260 -6.206 -5.659
C: -17.435 -5.433 -5.442
C: -17.297 -4.563 -4.412
C: -18.259 -3.717 -3.725
C: -19.532 -3.454 -4.271
N: -20.325 -2.525 -3.780
C: -19.988 -1.964 -2.618
C: -18.776 -2.214 -1.886
C: -18.619 -1.690 -0.533
C: -19.494 -0.804 0.032
C: -20.706 -0.400 -0.737
C: -21.784 0.263 -0.163
C: -22.988 0.396 -0.868
C: -23.126 -0.218 -2.135
N: -22.142 -0.999 -2.646
C: -20.959 -1.048 -2.043
C: -24.176 1.091 -0.340
C: -24.456 1.410 0.979
C: -25.700 2.035 1.198
C: -26.319 2.321 0.030
S: -25.412 1.714 -1.386
C: -17.875 -3.132 -2.485
H: -14.223 -6.165 -4.963
H: -16.210 -7.063 -6.372
H: -18.420 -5.762 -5.753
H: -19.767 -3.909 -5.288
H: -17.719 -2.071 -0.008
H: -19.348 -0.346 1.005
H: -21.635 0.737 0.810
H: -24.063 -0.133 -2.698
H: -23.841 1.061 1.822
H: -26.157 2.275 2.157
H: -27.269 2.826 -0.100
H: -16.875 -3.301 -2.085
O: -24.662 -2.720 -1.286
Cl: -24.958 -3.172 -2.671
O: -25.784 -4.365 -2.695
O: -23.662 -3.645 -3.339
O: -25.485 -2.100 -3.519

Properties
**Orbital gap (spin up / spin down)**: 6.71 / 6.70 eV
**2S+1**: 1
**Total energy**: -5643.8950 Ha
**E_HOMO (spin up / spin down)**: -7.29 / -7.29 eV
**Energy above the lowest of the compared OMol25 structures with the same formula, charge and spin**: 0.0 kJ/mol

---

Here is C36H30N10O10S2W as an isolated structure in a non-equilibrium geometry from the Open Molecules 2025 dataset. Energies are from ωB97M-V/def2-TZVPD.

Cartesian coordinates (Å):
W: 0.725 -0.186 0.767
C: 0.615 -4.203 -3.052
C: -0.378 -4.436 -2.116
C: -0.246 -3.980 -0.811
C: 0.890 -3.275 -0.450
C: 1.884 -3.016 -1.391
C: 1.746 -3.485 -2.684
N: 1.044 -2.729 0.923
C: 0.131 -3.212 1.949
C: -0.162 -4.564 2.118
C: -1.077 -4.958 3.075
C: -1.697 -3.998 3.865
C: -1.396 -2.657 3.716
C: -0.476 -2.257 2.754
N: -0.102 -0.901 2.588
N: -0.959 -0.056 3.130
C: -0.826 1.223 3.171
C: -1.882 2.058 3.710
C: -1.858 3.373 3.523
C: -0.757 3.936 2.685
C: 0.509 3.178 2.846
N: 0.397 1.894 2.791
H: 0.511 -4.575 -4.063
H: -1.275 -4.975 -2.390
H: -1.057 -4.141 -0.119
H: 2.758 -2.428 -1.138
H: 2.525 -3.281 -3.407
H: 0.305 -5.305 1.484
H: -1.309 -6.007 3.199
H: -2.430 -4.298 4.604
H: -1.869 -1.909 4.333
H: -2.681 1.542 4.224
H: -2.643 4.029 3.873
H: -0.606 4.998 2.846
H: 1.487 3.624 2.752
N: -3.829 4.554 -4.262
C: -3.004 4.173 -3.268
C: -3.410 3.187 -2.335
C: -2.577 2.799 -1.319
C: -1.318 3.400 -1.205
C: -0.900 4.384 -2.106
C: -1.735 4.769 -3.124
S: -0.247 3.095 0.103
O: -0.362 1.564 0.375
O: -1.195 3.771 1.260
N: 1.382 1.019 2.464
C: 2.645 1.604 2.065
N: 3.712 1.220 2.728
C: 4.876 1.668 2.244
C: 4.953 2.490 1.131
C: 3.759 2.833 0.526
N: 2.596 2.382 0.998
H: -4.658 4.027 -4.470
H: -3.510 5.191 -4.971
H: -4.404 2.761 -2.415
H: -2.901 2.061 -0.594
H: 0.071 4.855 -1.992
H: -1.430 5.547 -3.811
H: 5.765 1.352 2.775
H: 5.901 2.848 0.755
H: 3.715 3.464 -0.353
O: -2.647 -2.172 -0.645
C: -1.767 -1.363 -0.717
O: -1.070 -0.973 0.367
C: -1.430 -0.617 -1.959
C: -2.383 -0.486 -2.956
C: -2.121 0.356 -4.011
C: -0.979 1.126 -4.061
C: -0.051 0.984 -3.053
C: -0.224 0.064 -2.031
O: 0.754 -0.237 -1.162
N: 1.101 1.898 -3.066
O: 1.583 2.182 -1.981
O: 1.442 2.355 -4.134
N: -3.141 0.523 -5.064
O: -4.023 -0.302 -5.113
O: -3.027 1.483 -5.795
H: -3.313 -1.035 -2.894
H: -0.812 1.830 -4.863
C: 2.922 -4.586 1.781
S: 2.762 -2.858 1.359
C: 2.800 -2.285 3.057
O: 2.392 -0.596 0.746
H: 3.982 -4.721 2.009
H: 2.679 -5.183 0.902
H: 2.310 -4.857 2.635
H: 2.083 -2.857 3.642
H: 2.623 -1.215 3.118
H: 3.819 -2.500 3.386

Properties
**Orbital gap**: 6.31 eV
**2S+1**: 1
**Total charge**: +2
**Total energy**: -3552.5437 Ha
**E_HOMO**: -12.97 eV
**Energy above the lowest of the compared OMol25 structures with the same formula, charge and spin**: 0.0 kJ/mol

---

Here is C36H30N7NaOS5 as an isolated structure from the Open Molecules 2025 dataset. Energies are from ωB97M-V/def2-TZVPD.

Cartesian coordinates (Å):
Na: -0.524 -0.352 0.248
C: 2.259 -2.817 -0.011
C: 0.759 -2.940 0.035
N: 0.192 -2.553 1.118
N: -1.176 -2.826 1.137
C: -1.888 -2.139 1.965
S: -1.530 -0.816 3.000
S: -3.609 -2.654 1.965
C: -3.651 -3.762 0.544
C: -3.230 -5.196 0.737
C: -2.717 -5.679 1.932
C: -2.317 -7.002 2.045
C: -2.416 -7.863 0.961
C: -2.917 -7.385 -0.242
C: -3.321 -6.064 -0.347
C: 0.050 -3.439 -1.173
C: 0.396 -4.664 -1.723
C: -0.218 -5.168 -2.862
C: -1.202 -4.392 -3.469
C: -1.555 -3.158 -2.966
C: -0.943 -2.607 -1.802
O: -1.225 -1.444 -1.372
H: 2.676 -2.927 0.988
H: 2.553 -1.836 -0.387
H: 2.691 -3.565 -0.678
H: -3.011 -3.317 -0.220
H: -4.681 -3.735 0.174
H: -2.613 -4.997 2.766
H: -1.907 -7.356 2.983
H: -2.088 -8.892 1.048
H: -2.974 -8.033 -1.107
H: -3.676 -5.683 -1.297
H: 1.156 -5.259 -1.223
H: 0.047 -6.143 -3.252
H: -1.705 -4.763 -4.358
H: -2.318 -2.556 -3.445
S: -0.108 4.956 6.299
C: 0.676 4.162 5.034
S: -0.165 3.854 3.561
C: 1.262 3.188 2.826
N: 2.271 3.141 3.648
N: 1.927 3.670 4.889
C: 3.006 3.626 5.816
C: 2.841 3.785 7.189
C: 3.944 3.706 8.027
C: 5.212 3.469 7.525
C: 5.364 3.301 6.155
C: 4.278 3.372 5.303
S: 1.214 2.659 1.204
H: 1.861 3.963 7.591
H: 3.792 3.826 9.093
H: 6.065 3.403 8.186
H: 6.342 3.103 5.734
H: 4.394 3.227 4.241
C: -3.321 5.691 -0.203
C: -2.897 4.251 -0.171
C: -2.483 3.592 -1.321
C: -2.062 2.273 -1.231
N: -2.019 1.598 -0.092
C: -2.427 2.221 1.012
C: -2.878 3.530 1.015
H: -3.366 6.065 -1.226
H: -2.615 6.310 0.353
H: -4.303 5.825 0.253
H: -2.477 4.098 -2.280
H: -1.739 1.732 -2.113
H: -2.371 1.634 1.921
H: -3.182 3.986 1.948
N: 2.062 2.015 -6.744
C: 1.874 1.636 -5.673
C: 1.646 1.162 -4.325
C: 1.572 -0.201 -4.068
C: 1.352 -0.600 -2.758
N: 1.219 0.258 -1.752
C: 1.296 1.561 -2.010
C: 1.503 2.071 -3.285
H: 1.667 -0.932 -4.858
H: 1.259 -1.650 -2.521
H: 1.185 2.227 -1.166
H: 1.552 3.137 -3.452

Properties
**Orbital gap**: 5.91 eV
**2S+1**: 1
**Total charge**: -2
**Total energy**: -4001.7459 Ha
**E_HOMO**: -2.23 eV
**Energy above the lowest of the compared OMol25 structures with the same formula, charge and spin**: 33.6 kJ/mol

---

Copy entry 3 word for word.
Here is C36H30N7NaOS5 as an isolated structure from the Open Molecules 2025 dataset. Energies are from ωB97M-V/def2-TZVPD.

Cartesian coordinates (Å):
Na: -0.524 -0.352 0.248
C: 2.259 -2.817 -0.011
C: 0.759 -2.940 0.035
N: 0.192 -2.553 1.118
N: -1.176 -2.826 1.137
C: -1.888 -2.139 1.965
S: -1.530 -0.816 3.000
S: -3.609 -2.654 1.965
C: -3.651 -3.762 0.544
C: -3.230 -5.196 0.737
C: -2.717 -5.679 1.932
C: -2.317 -7.002 2.045
C: -2.416 -7.863 0.961
C: -2.917 -7.385 -0.242
C: -3.321 -6.064 -0.347
C: 0.050 -3.439 -1.173
C: 0.396 -4.664 -1.723
C: -0.218 -5.168 -2.862
C: -1.202 -4.392 -3.469
C: -1.555 -3.158 -2.966
C: -0.943 -2.607 -1.802
O: -1.225 -1.444 -1.372
H: 2.676 -2.927 0.988
H: 2.553 -1.836 -0.387
H: 2.691 -3.565 -0.678
H: -3.011 -3.317 -0.220
H: -4.681 -3.735 0.174
H: -2.613 -4.997 2.766
H: -1.907 -7.356 2.983
H: -2.088 -8.892 1.048
H: -2.974 -8.033 -1.107
H: -3.676 -5.683 -1.297
H: 1.156 -5.259 -1.223
H: 0.047 -6.143 -3.252
H: -1.705 -4.763 -4.358
H: -2.318 -2.556 -3.445
S: -0.108 4.956 6.299
C: 0.676 4.162 5.034
S: -0.165 3.854 3.561
C: 1.262 3.188 2.826
N: 2.271 3.141 3.648
N: 1.927 3.670 4.889
C: 3.006 3.626 5.816
C: 2.841 3.785 7.189
C: 3.944 3.706 8.027
C: 5.212 3.469 7.525
C: 5.364 3.301 6.155
C: 4.278 3.372 5.303
S: 1.214 2.659 1.204
H: 1.861 3.963 7.591
H: 3.792 3.826 9.093
H: 6.065 3.403 8.186
H: 6.342 3.103 5.734
H: 4.394 3.227 4.241
C: -3.321 5.691 -0.203
C: -2.897 4.251 -0.171
C: -2.483 3.592 -1.321
C: -2.062 2.273 -1.231
N: -2.019 1.598 -0.092
C: -2.427 2.221 1.012
C: -2.878 3.530 1.015
H: -3.366 6.065 -1.226
H: -2.615 6.310 0.353
H: -4.303 5.825 0.253
H: -2.477 4.098 -2.280
H: -1.739 1.732 -2.113
H: -2.371 1.634 1.921
H: -3.182 3.986 1.948
N: 2.062 2.015 -6.744
C: 1.874 1.636 -5.673
C: 1.646 1.162 -4.325
C: 1.572 -0.201 -4.068
C: 1.352 -0.600 -2.758
N: 1.219 0.258 -1.752
C: 1.296 1.561 -2.010
C: 1.503 2.071 -3.285
H: 1.667 -0.932 -4.858
H: 1.259 -1.650 -2.521
H: 1.185 2.227 -1.166
H: 1.552 3.137 -3.452

Properties
**Orbital gap**: 5.91 eV
**2S+1**: 1
**Total charge**: -2
**Total energy**: -4001.7459 Ha
**E_HOMO**: -2.23 eV
**Energy above the lowest of the compared OMol25 structures with the same formula, charge and spin**: 33.6 kJ/mol

---

Q: What is the 2S+1 in the second record?
A: 1

---

Q: Which of these has the highest energy above the lowest of the compared OMol25 structures with the same formula, charge and spin?
A: C36H30N7NaOS5